The molecule C19H20BrN3O7S at a distorted geometry, computed with ωB97M-V with the def2-TZVPD basis set.

XYZ file:
```
51
C19H20BrN3O7S ωB97M-V with the def2-TZVPD basis set
C 8.913 1.643 0.352
H 9.800 1.477 -0.253
H 9.044 1.218 1.349
H 8.707 2.711 0.449
O 7.850 0.990 -0.330
C 6.642 1.142 0.213
O 6.398 1.787 1.191
O 5.772 0.447 -0.525
C 4.423 0.475 -0.198
C 3.743 1.655 0.039
C 2.387 1.633 0.313
C 1.704 0.420 0.344
C 2.393 -0.772 0.100
C 3.751 -0.764 -0.168
O 4.506 -1.861 -0.403
C 3.873 -3.120 -0.400
H 4.659 -3.841 -0.619
H 3.434 -3.345 0.576
H 3.098 -3.180 -1.169
H 1.826 -1.687 0.138
C 0.288 0.388 0.634
N -0.355 -0.709 0.655
N -1.667 -0.689 0.939
C -2.434 -1.815 0.892
O -2.023 -2.920 0.651
C -3.908 -1.515 1.196
N -4.313 -0.272 0.576
S -5.845 0.297 1.079
O -6.303 1.226 0.097
O -6.668 -0.828 1.400
C -5.451 1.173 2.609
H -4.746 1.964 2.390
H -5.052 0.464 3.321
H -6.383 1.586 2.974
C -4.137 -0.151 -0.823
C -4.343 -1.186 -1.726
C -4.186 -0.968 -3.083
C -3.838 0.284 -3.560
C -3.623 1.326 -2.674
C -3.766 1.093 -1.321
Br -3.389 2.472 -0.087
H -3.339 2.306 -3.028
H -3.728 0.454 -4.619
H -4.348 -1.783 -3.772
H -4.630 -2.160 -1.363
H -4.518 -2.372 0.889
H -4.031 -1.397 2.276
H -2.118 0.210 1.133
H -0.206 1.348 0.834
H 1.861 2.556 0.500
H 4.280 2.589 0.016
```

## Properties
SMILES string: COC(=O)Oc1ccc(/C=N/NC(=O)CN(c2ccccc2Br)S(C)(=O)=O)cc1OC
2S+1: 1
Lowest unoccupied orbital energy, eV: 0.2
Frontier orbital gap, eV: 8.56

natural (NBO) atomic charge list, values in e, 5 entries: -0.2548, 0.1980, 0.1921, 0.1938, -0.4914

C19H20Cl2MnN4O11 as an isolated structure at a distorted geometry, computed with ωB97M-V with the def2-TZVPD basis set.

XYZ file:
```
57
C19H20Cl2MnN4O11 ωB97M-V with the def2-TZVPD basis set
Mn 0.366 1.852 -0.344
N 0.601 2.952 1.304
N -0.145 4.137 1.152
C -0.916 4.167 -0.013
O -1.874 4.857 -0.187
O -0.340 3.384 -0.936
H 0.158 2.359 2.012
H 1.571 3.125 1.550
H -0.552 4.500 2.000
C -3.908 1.625 -2.228
C -3.633 0.132 -2.082
C -2.957 -0.228 -0.745
C -2.565 -1.724 -0.722
C -1.939 -2.180 0.590
C -3.935 0.033 0.393
O -5.030 -0.468 0.425
N -3.506 0.860 1.421
C -2.289 1.513 1.512
O -1.999 2.190 2.477
N -1.433 1.332 0.456
C -1.709 0.579 -0.591
O -0.793 0.579 -1.454
H -4.463 1.824 -3.144
H -2.984 2.206 -2.273
H -4.508 2.005 -1.398
H -2.983 -0.218 -2.886
H -4.564 -0.434 -2.126
H -1.874 -1.887 -1.550
H -3.477 -2.287 -0.924
H -1.052 -1.594 0.845
H -1.626 -3.221 0.519
H -2.646 -2.106 1.419
H -4.144 1.011 2.190
Cl 4.609 0.906 -0.715
C 3.964 2.493 -1.174
Cl 3.628 3.474 0.268
C 2.779 2.276 -2.112
O 2.995 2.323 -3.293
O 1.604 1.941 -1.630
H 4.730 3.023 -1.727
O 2.204 0.776 2.438
C 1.946 0.077 1.484
O 1.136 0.499 0.519
C 2.433 -1.306 1.259
C 3.288 -1.853 2.208
C 3.769 -3.158 2.082
C 3.347 -3.862 0.983
O 3.664 -5.141 0.637
C 2.966 -5.412 -0.582
O 2.235 -4.241 -0.939
C 2.493 -3.317 0.037
C 2.019 -2.038 0.134
H 3.577 -1.242 3.051
H 4.435 -3.596 2.812
H 2.272 -6.239 -0.422
H 3.689 -5.645 -1.365
H 1.366 -1.613 -0.615
```

## Properties
2S+1: 4
⟨S²⟩: 3.81
Lowest unoccupied orbital energy (spin up / spin down), eV: -2.6 / -1.6
Frontier orbital gap (spin up / spin down), eV: 6.00 / 7.05
Energy above the lowest of the compared OMol25 structures with the same formula, charge and spin, kcal/mol: 10.7

natural (NBO) atomic charge list, values in e, 5 entries: 1.4277, -0.5413, -0.4985, 0.8705, -0.5710

C19H20Cl3F2N3OS2Ti as an isolated structure, computed with ωB97M-V with the def2-TZVPD basis set.

XYZ file:
```
51
C19H20Cl3F2N3OS2Ti ωB97M-V with the def2-TZVPD basis set
Ti 0.145 0.250 -0.006
C 4.876 -3.067 1.959
S 4.075 -3.234 0.351
C 2.864 -1.890 0.566
S 1.534 -2.155 1.605
N 3.197 -0.838 -0.103
N 2.291 0.198 0.056
C 2.823 1.403 -0.085
C 2.068 2.500 0.356
C 2.550 3.836 0.382
C 1.829 4.804 1.024
C 0.605 4.456 1.645
C 0.154 3.160 1.503
N 0.816 2.200 0.847
H 5.585 -3.887 2.077
H 5.410 -2.120 2.037
H 4.128 -3.127 2.749
H 3.852 1.523 -0.414
H 3.499 4.059 -0.091
H 2.194 5.825 1.063
H 0.017 5.181 2.189
H -0.792 2.844 1.921
Cl -2.452 -5.071 -5.053
C -1.763 -3.930 -3.909
C -2.601 -3.086 -3.203
C -2.049 -2.193 -2.301
Cl -3.117 -1.135 -1.436
C -0.663 -2.100 -2.055
O -0.129 -1.298 -1.215
C 0.137 -2.986 -2.826
Cl 1.855 -2.899 -2.614
C -0.385 -3.887 -3.730
H -3.672 -3.110 -3.345
H 0.281 -4.535 -4.280
F -0.098 0.944 -3.052
C -0.253 1.567 -1.801
F -1.547 2.125 -1.868
H 0.414 2.449 -1.864
C -3.746 -0.181 2.420
C -2.650 0.791 1.975
C -3.194 1.668 0.839
C -1.351 0.038 1.629
H -4.640 0.338 2.783
H -3.381 -0.842 3.208
H -4.045 -0.813 1.580
H -2.455 1.453 2.834
H -3.038 1.200 -0.129
H -2.693 2.635 0.782
H -4.265 1.868 0.957
H -1.569 -1.041 1.562
H -0.649 0.109 2.478
```

## Properties
2S+1: 3
Net charge: -2
⟨S²⟩: 2.03
Lowest unoccupied orbital energy (spin up / spin down), eV: 4.3 / 4.3
Frontier orbital gap (spin up / spin down), eV: 4.51 / 5.91

Löwdin atomic charge list, values in e, 5 entries: 0.8997, -0.4723, 0.6811, -1.2108, 0.4589

C19H20Cl5N8O7RbSe as an isolated structure at a distorted geometry, computed with ωB97M-V with the def2-TZVPD basis set.

XYZ file:
```
61
C19H20Cl5N8O7RbSe ωB97M-V with the def2-TZVPD basis set
Rb 0.603 0.004 -0.750
C -1.255 -2.674 1.541
O -1.968 -1.563 1.039
C -2.425 -0.692 2.038
C -1.358 0.250 2.600
O -1.001 1.162 1.578
C -0.248 2.264 2.011
C 1.183 1.958 2.446
O 1.960 1.610 1.327
C 3.224 1.123 1.703
H -1.908 -3.272 2.193
H -0.363 -2.381 2.100
H -0.950 -3.265 0.681
H -2.860 -1.270 2.868
H -3.207 -0.088 1.567
H -0.497 -0.332 2.949
H -1.790 0.802 3.451
H -0.758 2.760 2.854
H -0.208 2.936 1.152
H 1.189 1.144 3.180
H 1.600 2.862 2.923
H 3.757 1.856 2.324
H 3.783 0.944 0.787
H 3.126 0.188 2.265
O -0.660 -4.970 -4.888
C -1.795 -4.528 -4.428
O -2.877 -4.926 -4.833
C -1.752 -3.493 -3.367
C -2.886 -2.938 -2.802
N -2.476 -2.055 -1.883
N -1.154 -1.979 -1.822
C -0.677 -2.846 -2.698
C 0.818 -3.014 -2.845
O 1.212 -3.875 -3.685
O 1.541 -2.321 -2.131
H 0.202 -4.504 -4.370
H -3.916 -3.139 -3.012
H -3.024 -1.422 -1.321
N -3.801 3.991 -1.978
N -3.255 2.757 -2.178
N -2.267 2.552 -3.006
C -2.141 1.233 -2.957
N -3.034 0.690 -2.132
N -3.730 1.668 -1.640
H -3.081 4.707 -1.960
H -4.352 3.978 -1.127
H -1.425 0.682 -3.529
Cl 1.206 4.802 -0.378
C 1.926 3.978 -1.731
C 1.411 2.728 -2.058
C 2.026 2.181 -3.190
Cl 1.497 0.615 -3.695
C 3.014 2.807 -3.942
Cl 3.675 2.095 -5.381
C 3.492 4.048 -3.535
Cl 4.754 4.836 -4.415
C 2.948 4.639 -2.403
Cl 3.575 6.174 -1.878
Se 2.083 -1.673 6.360
C 1.655 -1.430 4.673
N 1.354 -1.235 3.572
```

## Properties
2S+1: 1
Net charge: -2
Lowest unoccupied orbital energy, eV: 3.3
Frontier orbital gap, eV: 6.20
Energy above the lowest of the compared OMol25 structures with the same formula, charge and spin, kcal/mol: 17.8

natural (NBO) atomic charge list, values in e, 5 entries: 0.8917, -0.2687, -0.5512, -0.0704, -0.1298

C19H20CsF3N6O10 as an isolated structure at a distorted geometry, computed with ωB97M-V with the def2-TZVPD basis set.

XYZ file:
```
59
C19H20CsF3N6O10 ωB97M-V with the def2-TZVPD basis set
Cs 1.219 0.754 -0.365
O 1.146 -2.627 -1.401
C 1.506 -1.694 -2.154
O 2.430 -0.872 -1.937
C 0.745 -1.481 -3.454
C 0.845 -2.375 -4.467
C 0.236 -2.107 -5.717
C -0.458 -0.937 -5.921
C -0.599 -0.026 -4.887
C -0.039 -0.249 -3.565
O -0.180 0.488 -2.573
N -1.385 1.154 -5.189
O -1.639 1.397 -6.371
O -1.663 1.928 -4.293
N 0.344 -3.052 -6.789
O 0.974 -4.088 -6.593
O -0.201 -2.809 -7.863
H 1.403 -3.292 -4.334
H -0.912 -0.731 -6.877
N -3.554 -1.567 0.404
C -2.687 -0.576 -0.251
C -2.592 0.688 0.587
N -1.588 1.576 0.023
H -3.674 -2.371 -0.200
H -4.476 -1.168 0.541
H -3.030 -0.311 -1.261
H -1.693 -1.011 -0.381
H -2.288 0.419 1.600
H -3.597 1.142 0.653
H -1.539 2.457 0.536
H -1.795 1.775 -0.951
C 3.460 -2.367 0.790
C 2.460 -1.624 1.632
O 2.451 -0.411 1.746
N 1.526 -2.431 2.232
C 0.271 -1.907 2.766
C 0.439 -0.648 3.583
C 1.304 -0.587 4.670
C 1.437 0.616 5.339
C 0.690 1.708 4.917
C -0.179 1.535 3.851
N -0.307 0.380 3.201
H 2.952 -2.590 -0.154
H 3.774 -3.302 1.256
H 4.315 -1.730 0.582
H 1.445 -3.334 1.791
H -0.153 -2.689 3.402
H -0.448 -1.695 1.972
H 1.894 -1.454 4.940
H 2.127 0.709 6.169
H 0.790 2.679 5.381
H -0.784 2.355 3.481
F 0.833 5.424 4.209
C -0.097 5.628 3.246
F -1.261 5.820 3.897
F 0.212 6.816 2.670
C -0.130 4.467 2.184
O 0.993 4.105 1.823
O -1.273 4.094 1.871
```

## Properties
2S+1: 1
Net charge: -2
Lowest unoccupied orbital energy, eV: 3.7
Frontier orbital gap, eV: 6.57
Energy above the lowest of the compared OMol25 structures with the same formula, charge and spin, kcal/mol: 36.9

Löwdin atomic charge list, values in e, 5 entries: 1.4540, -0.0410, -0.7576, -0.2816, -0.0560

A 2-piece molecular cluster, C19H20F3NO2S overall at a distorted geometry, computed with ωB97M-V with the def2-TZVPD basis set.

XYZ file:
```
46
C19H20F3NO2S ωB97M-V with the def2-TZVPD basis set
C -3.318 -1.938 2.847
C -4.079 -0.905 2.006
C -3.069 0.195 1.664
N -1.754 -0.403 1.931
C -0.652 0.284 1.739
C 0.666 -0.284 1.827
C 0.985 -1.570 1.311
C 2.259 -2.098 1.503
C 3.235 -1.364 2.193
C 2.941 -0.075 2.666
C 1.682 0.478 2.461
C -1.830 -1.752 2.508
H -3.461 -1.724 3.911
H -3.643 -2.963 2.661
H -4.435 -1.351 1.073
H -4.934 -0.482 2.534
H -3.126 0.522 0.615
H -3.215 1.090 2.290
H -0.755 1.367 1.587
H 0.236 -2.128 0.742
H 2.492 -3.089 1.108
H 4.225 -1.794 2.353
H 3.702 0.496 3.201
H 1.430 1.484 2.811
H -1.192 -1.869 3.398
H -1.507 -2.513 1.780
F -3.730 5.759 2.364
C -2.418 5.753 2.669
F -2.012 7.023 2.923
F -2.225 5.004 3.784
S -1.476 5.040 1.209
C 0.146 5.224 1.783
C 1.263 4.940 0.982
C 2.591 5.029 1.523
C 3.685 4.650 0.761
C 3.515 4.209 -0.558
C 2.230 4.173 -1.119
C 1.116 4.546 -0.386
O -1.858 3.639 1.144
O -1.788 5.920 0.103
H 0.247 5.603 2.799
H 2.696 5.393 2.549
H 4.682 4.698 1.195
H 4.380 3.905 -1.145
H 2.104 3.847 -2.149
H 0.119 4.568 -0.836
```

## Properties
2S+1: 1
Lowest unoccupied orbital energy, eV: -2.0
Frontier orbital gap, eV: 3.14
Energy above the lowest of the compared OMol25 structures with the same formula, charge and spin, kcal/mol: 14.9

natural (NBO) atomic charge list, values in e, 5 entries: -0.4140, -0.4172, -0.2349, -0.2676, 0.2844

The molecule C19H20FN3O3, computed with ωB97M-V with the def2-TZVPD basis set.

XYZ file:
```
46
C19H20FN3O3 ωB97M-V with the def2-TZVPD basis set
C 0.799 -5.384 0.824
C -0.682 -5.275 0.497
H -1.015 -6.102 -0.133
H -1.276 -5.240 1.416
O -0.939 -4.092 -0.266
C -1.114 -2.964 0.413
O -1.179 -2.874 1.608
C -1.262 -1.778 -0.542
N -0.668 -0.619 0.053
C -1.264 0.558 0.443
C -2.538 1.052 0.251
C -2.820 2.318 0.747
C -1.858 3.062 1.410
C -0.572 2.574 1.603
C -0.285 1.317 1.111
N 0.875 0.565 1.133
C 0.640 -0.641 0.479
N 1.402 -1.631 0.248
H 2.340 -1.543 0.620
C 2.172 1.022 1.542
H 2.037 1.835 2.258
H 2.709 0.205 2.035
C 3.020 1.526 0.354
O 2.434 2.643 -0.274
C 1.366 2.466 -1.112
C 0.502 3.558 -1.221
C -0.615 3.497 -2.027
C -0.864 2.334 -2.732
C -0.006 1.254 -2.670
C 1.115 1.322 -1.863
H 1.771 0.467 -1.826
H -0.216 0.367 -3.246
F -1.971 2.251 -3.503
H -1.295 4.330 -2.102
H 0.723 4.445 -0.651
H 3.983 1.881 0.729
H 3.200 0.709 -0.352
H 0.171 3.167 2.112
H -2.108 4.043 1.784
H -3.808 2.728 0.610
H -3.294 0.482 -0.266
H -0.764 -2.029 -1.482
H -2.322 -1.588 -0.722
H 1.108 -4.518 1.403
H 0.985 -6.287 1.400
H 1.383 -5.414 -0.092
```

## Properties
SMILES string: [H]/N=c1\n(CCOc2ccc(F)cc2)c2ccccc2n1CC(=O)OCC
2S+1: 1
Lowest unoccupied orbital energy, eV: 0.8
Frontier orbital gap, eV: 8.39
Energy above the lowest of the compared OMol25 structures with the same formula, charge and spin, kcal/mol: 22.5

natural (NBO) atomic charge list, values in e, 5 entries: -0.6324, -0.0752, 0.1876, 0.1995, -0.5050

C19H20IrN6O3P as an isolated structure at a distorted geometry, computed with ωB97M-V with the def2-TZVPD basis set.

XYZ file:
```
50
C19H20IrN6O3P ωB97M-V with the def2-TZVPD basis set
Ir -0.265 0.725 0.294
C 2.321 -3.948 1.218
N 2.020 -2.615 0.669
C 2.822 -1.933 -0.205
C 2.217 -0.741 -0.466
N 1.056 -0.713 0.264
C 0.947 -1.862 0.952
P -0.444 -2.288 2.076
C -0.431 -0.681 2.929
N -0.392 0.482 2.273
C -0.384 1.495 3.196
C -0.428 0.919 4.432
N -0.454 -0.435 4.250
C -0.494 -1.430 5.332
C -1.744 -1.767 0.901
N -1.711 -0.612 0.224
C -2.825 -0.541 -0.574
C -3.543 -1.678 -0.360
N -2.856 -2.430 0.551
C -3.292 -3.741 1.059
H 3.259 -4.284 0.789
H 2.423 -3.890 2.298
H 1.533 -4.647 0.947
H 3.749 -2.340 -0.571
H 2.531 0.073 -1.094
H -0.353 2.539 2.929
H -0.440 1.369 5.410
H -0.517 -0.897 6.278
H -1.390 -2.039 5.246
H 0.396 -2.054 5.297
H -3.035 0.294 -1.221
H -4.477 -2.003 -0.788
H -4.264 -3.962 0.629
H -2.585 -4.510 0.760
H -3.383 -3.707 2.142
O 0.908 5.577 -2.777
C 1.033 4.589 -3.586
C 1.442 4.890 -4.927
C 1.521 3.883 -5.849
C 1.212 2.571 -5.469
C 0.838 2.255 -4.135
C 0.759 3.224 -3.182
C 0.366 2.974 -1.765
O 0.175 3.911 -1.002
O 0.247 1.733 -1.375
H 0.590 5.220 -1.883
H 1.652 5.925 -5.166
H 1.814 4.097 -6.868
H 1.266 1.776 -6.201
H 0.611 1.229 -3.877
```

## Properties
2S+1: 2
Net charge: +3
⟨S²⟩: 0.78
Lowest unoccupied orbital energy (spin up / spin down), eV: -10.1 / -11.1
Frontier orbital gap (spin up / spin down), eV: 7.63 / 6.90
Energy above the lowest of the compared OMol25 structures with the same formula, charge and spin, kcal/mol: 0.0

natural (NBO) atomic charge list, values in e, 5 entries: 1.3376, -0.4160, -0.2724, -0.0134, -0.0605